79
Properties=species:S:1:pos:R:3:forces:R:3:mulliken_charge:R:1 method="wB97M-V/def2-TZVPD" smiles="COc1ccc(C2=c3ccccc3=C3C=CC=C[C@@]32B2OC(C)(C)C(C)(C)O2)cc1.Cc1ccc(-c2ccc(Cl)cc2)s1" total_charge=0 relative_energy_kj_mol=0.00 orbital_gap_ev=5.6 lumo_ev=-0.471
C -2.219 4.735 -0.195 -0.4 0.0 -0.3 -1.408
C -1.196 3.782 0.284 0.5 -0.9 1.4 0.611
C -1.127 3.176 1.531 0.1 0.5 -0.8 -1.061
C 0.080 2.455 1.757 0.2 0.0 -1.0 -0.178
C 0.942 2.427 0.663 -1.7 2.6 0.6 0.392
B -1.918 -1.564 -0.281 0.1 0.7 0.5 1.515
C 2.392 2.528 0.710 0.8 -0.1 0.3 0.680
C 3.102 3.141 -0.339 0.1 -0.1 0.1 -0.542
C 4.487 3.093 -0.377 0.1 -0.2 0.8 -0.777
C 5.182 2.493 0.684 -1.1 -0.2 -0.6 0.309
Cl 6.877 2.276 0.558 0.7 0.0 0.0 -0.238
C 4.500 2.010 1.800 0.0 0.3 0.1 -1.067
C 3.118 2.113 1.858 -0.1 0.1 -0.8 -0.061
O -2.458 -1.364 0.972 -0.5 -0.4 -1.2 -0.499
C -3.880 -1.288 0.729 -0.4 0.0 -0.2 1.315
C -4.502 -2.662 0.966 -0.1 -0.2 0.0 -1.945
C -4.428 -0.314 1.752 -0.2 0.4 0.0 -1.714
C -3.968 -0.858 -0.810 -0.3 0.3 0.1 1.904
C -5.095 -1.466 -1.628 -0.3 -0.2 0.1 -1.898
C -4.000 0.647 -1.008 0.2 0.4 0.1 -1.988
O -2.710 -1.325 -1.362 -0.4 -0.2 0.8 -0.756
S 0.140 3.319 -0.682 0.3 0.1 1.2 -0.352
H -2.800 5.103 0.649 0.0 0.0 0.0 0.388
H -1.773 5.595 -0.703 -0.1 -0.2 0.0 0.363
H -2.902 4.234 -0.886 -0.1 0.2 -0.1 0.262
H -1.880 3.353 2.288 0.0 -0.1 0.0 0.441
H 0.316 2.032 2.727 0.0 0.2 -0.1 0.651
H 2.574 3.714 -1.110 0.3 -0.6 0.2 0.334
H 5.021 3.521 -1.214 0.1 0.0 0.0 0.507
H 5.049 1.566 2.628 0.0 0.2 -0.1 0.447
H 2.594 1.904 2.790 0.3 -0.2 -0.4 0.709
H -5.593 -2.617 0.845 0.2 0.0 -0.1 0.412
H -4.108 -3.425 0.281 0.0 0.2 0.1 0.293
H -4.309 -2.987 1.996 0.1 0.1 -0.2 0.421
H -5.513 -0.184 1.656 0.2 0.0 0.0 0.375
H -4.223 -0.710 2.754 0.0 0.1 -0.2 0.471
H -3.943 0.665 1.671 -0.1 -0.2 0.0 0.222
H -6.058 -1.119 -1.235 0.1 -0.1 0.0 0.372
H -5.028 -1.127 -2.670 0.1 -0.1 0.3 0.447
H -5.096 -2.561 -1.622 0.1 0.2 0.0 0.366
H -5.006 1.054 -0.848 0.2 -0.1 0.1 0.358
H -3.303 1.154 -0.327 -0.1 -0.1 -0.2 0.175
H -3.706 0.869 -2.043 -0.1 -0.1 0.3 0.477
C 5.125 1.182 -3.528 -0.8 0.4 0.0 -0.812
O 3.761 1.654 -3.386 0.5 -0.6 -0.5 -0.458
C 2.921 0.918 -2.602 0.3 -0.3 0.9 0.264
C 1.546 1.207 -2.682 1.1 0.3 -0.5 -0.670
C 0.695 0.692 -1.741 0.0 -1.2 0.6 -0.276
C 1.188 -0.066 -0.650 0.5 0.8 -1.6 0.800
C 0.293 -0.805 0.173 -0.7 -2.6 1.9 -0.531
C 0.549 -1.198 1.533 -0.8 -0.9 -2.3 0.174
C 0.208 -2.590 1.717 -0.2 -0.1 -1.4 0.227
C 0.631 -3.288 2.846 0.4 0.0 1.5 -0.780
C 1.327 -2.614 3.849 -0.6 -1.1 -0.4 -0.971
C 1.627 -1.246 3.706 -0.2 1.1 -1.3 -0.976
C 1.279 -0.563 2.536 0.4 0.1 1.6 0.175
C -0.249 -3.147 0.487 0.8 1.6 1.0 -0.561
C -0.431 -2.027 -0.488 2.5 -0.3 0.9 3.044
C -0.209 -2.437 -1.892 0.3 -0.3 -0.2 -1.318
C -0.019 -3.747 -2.231 -0.4 1.0 -0.6 -0.803
C -0.038 -4.782 -1.263 -0.1 -0.2 1.6 -0.756
C -0.134 -4.474 0.091 -0.6 -1.4 -1.2 -0.632
C 2.575 -0.349 -0.582 -0.7 -0.3 -0.3 -0.617
C 3.416 0.024 -1.616 -0.3 1.0 -0.4 -0.873
H 5.536 1.832 -4.304 0.1 -0.3 0.2 0.265
H 5.684 1.311 -2.588 -0.1 -0.1 -0.2 0.265
H 5.149 0.130 -3.847 0.0 0.3 0.1 0.353
H 1.204 1.884 -3.467 0.1 -0.2 0.2 0.382
H -0.384 0.863 -1.796 0.4 -0.1 -0.1 0.748
H 0.423 -4.362 2.913 0.1 0.4 0.2 0.369
H 1.660 -3.150 4.741 -0.1 0.2 -0.3 0.361
H 2.160 -0.714 4.496 -0.1 -0.2 -0.2 0.466
H 1.530 0.473 2.380 0.1 -0.3 0.2 -0.256
H -0.198 -1.647 -2.638 0.0 -0.2 0.0 0.459
H 0.123 -4.032 -3.280 0.0 0.3 0.4 0.420
H 0.083 -5.815 -1.580 0.0 0.2 0.1 0.418
H -0.081 -5.267 0.847 0.1 0.3 -0.4 0.359
H 2.963 -0.936 0.256 -0.2 0.1 -0.3 0.540
H 4.453 -0.302 -1.618 -0.2 0.3 0.1 0.472

---

14
Properties=species:S:1:pos:R:3:forces:R:3:mulliken_charge:R:1 method="wB97M-V/def2-TZVPD" smiles="[NH2+]=CNC=C(O)O" total_charge=+1 relative_energy_kj_mol=47.33 orbital_gap_ev=9.7 lumo_ev=-3.235
C 0.489 -1.129 0.026 0.5 2.7 -0.5 -0.309
C 1.277 0.027 0.031 -1.1 -4.3 1.4 0.356
C -1.716 -0.011 0.155 -2.2 -2.2 2.3 0.129
N -0.918 -1.031 0.356 2.0 -0.4 -0.3 -0.111
N -1.458 1.077 -0.472 -1.0 1.2 -0.5 -0.252
O 2.570 -0.040 -0.261 0.7 -0.3 -1.6 -0.506
O 0.987 1.148 0.673 0.8 0.8 -0.8 -0.482
H 0.940 -2.116 -0.175 -0.6 0.8 -0.1 0.349
H -2.742 -0.060 0.644 1.4 -0.3 -0.9 0.315
H -1.175 -1.879 0.834 -1.0 0.3 0.3 0.266
H -0.496 1.300 -0.675 -0.4 0.7 -0.4 0.259
H -2.305 1.667 -0.573 1.6 0.1 -0.2 0.279
H 2.707 -0.574 -1.077 0.1 0.4 0.8 0.355
H 1.840 1.620 0.515 -0.8 0.6 0.6 0.353

---

24
Properties=species:S:1:pos:R:3:forces:R:3:mulliken_charge:R:1 method="wB97M-V/def2-TZVPD" total_charge=0 relative_energy_kj_mol=1021.55 orbital_gap_ev=8.8 lumo_ev=0.567
C 0.122 -1.560 1.279 6.4 -1.7 -5.9 -0.812
C -0.844 -0.376 3.241 3.4 -2.3 -2.6 -0.868
C -0.938 0.420 0.928 2.7 4.8 -1.7 -0.485
C -0.561 0.234 -0.540 1.2 -0.5 -2.9 -0.109
C 0.863 0.532 -1.098 -0.1 1.9 5.6 0.812
C 1.235 0.246 -2.488 -1.3 4.4 -2.7 -1.076
H 0.275 -1.875 -0.070 -1.7 0.6 4.1 0.240
H 1.424 -1.318 1.143 -3.2 1.0 1.3 0.153
H 0.292 -2.428 1.807 -0.7 -2.1 1.2 0.465
H -1.165 -1.333 3.741 1.2 0.9 -0.3 0.265
H 0.321 -0.011 3.261 -2.7 -1.3 0.7 0.341
H -1.418 0.380 3.716 -1.0 1.1 -0.8 0.315
H -1.871 0.941 0.823 -0.8 0.0 0.8 0.470
H -0.083 1.319 1.385 -2.3 -2.5 -1.3 0.257
H -3.226 -0.991 -1.353 -4.4 -3.4 -5.3 0.275
H 1.843 -0.568 -2.535 3.0 -1.7 0.1 0.308
H 1.779 1.410 -2.974 -1.6 -4.1 1.3 0.270
H 0.423 -0.211 -3.169 0.6 1.8 1.3 0.335
H 3.365 1.318 -0.074 5.7 0.5 6.1 0.308
N -0.910 -0.751 1.638 -1.6 1.0 4.2 -0.026
N -1.290 -0.238 -1.520 -1.8 -0.2 2.3 -0.380
N 1.697 1.074 -0.118 -4.3 -2.5 -5.3 -0.242
O -2.588 -0.597 -0.931 6.6 4.4 5.3 -0.445
O 2.876 1.322 -0.775 -3.4 0.1 -5.5 -0.371

---

9
Properties=species:S:1:pos:R:3:forces:R:3:mulliken_charge:R:1 method="wB97M-V/def2-TZVPD" smiles="C1#CC2=[N+]=CC2=C1" total_charge=+1 relative_energy_kj_mol=430.71 orbital_gap_ev="8.0 / 7.9" lumo_ev="-8.126 / -8.200"
C -0.371 0.214 2.300 -0.1 -3.9 0.0 0.128
C -0.416 -1.092 2.559 -0.8 1.7 -1.4 -0.021
C -0.554 0.631 1.025 -0.3 1.7 -2.3 -0.249
C 0.273 -1.469 -0.394 -3.5 0.1 3.3 -0.245
C -0.754 -1.807 1.462 3.5 0.0 -1.5 0.308
C -0.657 -0.600 0.319 0.1 -0.7 2.0 0.371
N 0.341 -2.491 0.372 -1.9 0.5 3.1 -0.210
H -0.557 1.552 0.430 0.3 0.0 1.0 0.411
H 0.707 -1.355 -1.265 2.6 0.7 -4.1 0.507

---

59
Properties=species:S:1:pos:R:3:forces:R:3:mulliken_charge:R:1 method="wB97M-V/def2-TZVPD" smiles=Fc1c(F)c(F)c(B(c2c(F)c(F)c(F)c(F)c2F)c2c(F)c(F)c(F)c(F)c2F)c(F)c1F.Fc1cc(F)cc(Cc2cc(F)cc(F)c2)c1 total_charge=0 relative_energy_kj_mol=0.00 orbital_gap_ev=7.8 lumo_ev=-1.862
F 3.067 -2.084 7.188 -0.1 1.5 0.2 -0.314
C 2.804 -0.743 7.387 -0.2 -0.3 0.0 -0.094
C 3.753 0.216 7.045 0.3 0.1 -0.2 -0.779
C 3.455 1.566 7.263 0.1 0.2 0.1 0.209
F 4.391 2.521 6.937 -0.8 -1.1 0.3 -0.327
C 2.237 1.975 7.814 0.2 -0.4 -0.5 -0.367
C 1.285 0.984 8.062 0.3 0.1 0.2 0.252
C -0.048 1.365 8.632 0.8 1.0 0.0 0.196
C -1.262 1.316 7.766 -1.1 -0.6 0.1 0.960
C -2.393 2.061 8.159 0.1 -0.4 -0.7 -0.956
C -3.631 1.702 7.621 0.0 0.0 0.3 0.520
F -4.766 2.366 8.032 1.2 -0.6 -0.6 -0.335
C -3.763 0.638 6.722 -0.3 0.0 -0.3 -0.867
C -2.629 -0.102 6.395 0.5 0.1 -0.4 0.291
F -2.711 -1.152 5.508 -0.2 1.0 0.9 -0.325
C -1.377 0.208 6.914 -0.5 0.4 -0.1 -0.788
C 1.574 -0.380 7.917 0.2 0.1 -0.4 -0.359
H 4.698 -0.089 6.592 -0.3 0.2 0.2 0.472
H 1.990 3.020 8.020 0.3 -0.3 -0.2 0.507
H 0.030 2.277 9.241 -0.1 -0.1 -0.4 0.707
H -2.283 2.853 8.898 -0.2 -0.2 -0.2 0.474
H -4.718 0.422 6.239 0.3 0.0 0.3 0.465
H -0.506 -0.410 6.713 -0.4 0.1 -0.2 0.770
H 0.812 -1.128 8.153 0.4 0.2 0.0 0.731
F 1.289 -6.323 9.353 -0.5 1.4 0.1 -0.282
C 0.916 -5.090 9.774 0.4 -1.1 0.4 0.456
C -0.366 -4.895 10.273 -0.2 -0.5 0.2 0.141
F -1.264 -5.898 10.254 0.5 0.7 -0.2 -0.290
C -0.674 -3.680 10.870 -0.7 -0.1 -0.5 -0.444
F -1.972 -3.491 11.215 0.9 -0.4 -0.1 -0.306
C 0.272 -2.673 11.071 0.1 -0.4 -1.2 0.934
B -0.095 -1.438 11.872 0.0 -0.5 0.9 0.285
C -1.534 -1.161 12.376 -0.9 0.6 -0.4 0.559
C -2.524 -0.398 11.741 0.2 0.2 0.4 -0.480
F -2.259 0.290 10.592 -0.1 -0.8 0.8 0.297
C -3.764 -0.220 12.336 -0.5 0.2 0.5 -0.115
F -4.705 0.586 11.794 0.7 -0.7 0.3 -0.278
C -4.025 -0.826 13.579 -0.6 0.1 0.1 0.352
F -5.230 -0.639 14.173 1.1 -0.2 -0.6 -0.304
C -3.051 -1.592 14.223 -0.4 -0.1 0.5 0.378
F -3.268 -2.169 15.427 -0.1 0.5 -0.9 -0.291
C -1.821 -1.730 13.617 0.2 0.3 -0.3 0.251
F -0.856 -2.420 14.266 -0.5 0.1 -0.3 -0.340
C 0.978 -0.806 12.764 0.6 1.1 -0.2 1.451
C 1.020 0.582 12.980 0.2 0.0 -0.1 -1.068
F 0.172 1.415 12.301 0.8 -0.9 0.7 -0.307
C 1.969 1.123 13.839 0.1 0.5 0.2 0.164
F 2.027 2.449 14.103 -0.1 -1.0 -0.3 -0.298
C 2.865 0.268 14.492 0.3 0.2 1.0 0.372
F 3.674 0.769 15.459 -0.6 -0.3 -1.1 -0.280
C 2.845 -1.109 14.289 0.0 -0.1 0.4 0.365
F 3.642 -1.950 14.979 -0.4 0.8 -0.4 -0.283
C 1.893 -1.618 13.427 0.2 -0.1 0.1 0.168
F 1.856 -2.964 13.308 0.0 0.7 0.0 -0.392
H -0.266 0.584 9.296 -0.3 -1.0 1.5 -0.990
C 1.559 -2.912 10.549 0.5 0.1 -0.5 -0.128
F 2.522 -1.958 10.653 -0.8 -0.8 -0.1 -0.466
C 1.883 -4.085 9.871 0.5 0.1 -0.1 0.448
F 3.114 -4.311 9.361 -1.0 0.3 0.5 -0.327

---

11
Properties=species:S:1:pos:R:3:forces:R:3:mulliken_charge:R:1 method="wB97M-V/def2-TZVPD" total_charge=0 relative_energy_kj_mol=325.91 orbital_gap_ev=9.3 lumo_ev=0.820
C -0.768 -0.740 0.572 -1.7 0.6 -3.1 -0.487
C 0.485 -0.058 0.414 1.5 2.4 -1.4 0.804
C 0.450 1.241 0.000 0.8 -0.8 1.7 -0.829
O 1.592 -0.855 0.238 -0.2 -0.1 0.1 -0.477
O -1.429 -0.158 -0.971 -0.3 -0.9 2.0 -0.594
H 2.341 -0.308 -0.041 -0.3 -0.1 0.1 0.307
H -1.361 -0.649 -1.810 0.3 -0.7 0.9 0.266
H -0.725 -1.824 0.628 -0.2 0.2 -0.1 0.298
H -1.498 -0.240 1.199 0.0 -0.3 0.0 0.234
H -0.391 1.875 0.239 -0.1 -0.2 -0.3 0.239
H 1.305 1.715 -0.467 0.1 0.0 0.1 0.239

---

10
Properties=species:S:1:pos:R:3:forces:R:3:mulliken_charge:R:1 method="wB97M-V/def2-TZVPD" total_charge=0 relative_energy_kj_mol=220.13 orbital_gap_ev=9.6 lumo_ev=0.410
C 0.614 0.042 -0.797 0.2 1.5 2.8 -0.527
N 1.564 0.650 0.305 -2.7 -2.4 -0.9 -0.620
O -1.208 -1.300 0.478 -0.5 -1.8 0.9 -0.523
O -1.454 1.166 0.535 0.1 0.6 0.0 -0.559
S -1.216 0.093 -0.421 -0.9 0.2 0.3 0.582
H 0.555 -1.004 -0.871 1.5 -1.6 -0.3 0.342
H 0.759 0.528 -1.744 0.0 0.2 -0.3 0.392
H 1.093 1.522 0.489 0.0 0.7 0.1 0.279
H -2.024 -1.818 0.840 1.7 2.2 -1.5 0.339
H 1.316 0.120 1.186 0.5 0.5 -1.2 0.296